# C43H51IrNP2SSe2

C43H51IrNP2SSe2 as an isolated structure at a distorted geometry (ωB97M-V/def2-TZVPD, the Open Molecules 2025 dataset).

Geometry as XYZ:
```
101
Properties=species:S:1:pos:R:3:forces:R:3:mulliken_charge:R:1
Ir -0.71051 1.26842 -0.37881 -1.08 0.50 0.44 0.39
Se 1.66739 1.57572 -0.18371 0.62 0.13 0.67 -0.32
P 1.38889 2.54862 1.81919 0.38 -1.02 -0.51 0.15
Se -0.66951 2.08672 2.42539 0.22 -0.15 -2.21 -0.26
C 1.60939 4.29832 1.36429 -0.27 -0.73 0.66 0.62
C 2.89639 4.69542 0.97139 -0.99 0.83 -0.20 -0.47
C 3.04319 5.91432 0.29099 0.76 0.08 -0.05 -0.94
C 1.96439 6.63602 -0.10901 -0.97 -0.32 0.22 -0.82
C 0.56849 6.21052 0.17849 1.26 0.05 1.35 0.25
C 0.50289 5.05612 1.11639 0.12 0.98 -0.67 -0.91
C 2.72919 1.99942 2.91629 -0.50 0.41 -0.25 1.01
C 3.82189 1.31052 2.39869 -0.08 0.10 -0.34 -0.35
C 4.85429 0.93892 3.23879 0.12 0.00 0.03 -0.60
C 4.79569 1.25412 4.58689 -0.04 0.01 -0.03 -0.60
C 3.69879 1.93062 5.10209 -0.03 0.05 0.17 -0.71
C 2.65869 2.30762 4.27089 0.01 0.01 0.03 -0.54
H 3.75149 4.08662 1.22379 0.18 -0.10 -0.05 0.51
H 4.03799 6.27532 0.08069 0.10 0.03 -0.10 0.49
H 2.09019 7.56342 -0.64371 0.10 0.11 -0.23 0.52
H -0.01131 7.06512 0.54969 0.11 -0.05 -0.09 0.68
H -0.47541 4.78022 1.48849 -0.02 -0.23 0.01 0.78
H 3.86219 1.07262 1.34089 0.01 -0.07 0.10 0.28
H 5.70489 0.40482 2.84149 0.04 -0.02 -0.03 0.48
H 5.60999 0.97552 5.23759 0.05 -0.05 0.08 0.46
H 3.66069 2.16602 6.15609 -0.03 0.01 0.03 0.45
H 1.79959 2.83402 4.66519 -0.03 0.03 0.11 0.49
S -4.92131 3.02232 -0.47161 0.48 -0.43 -0.06 -0.34
C -5.16401 1.30302 -0.49691 0.37 0.07 -0.02 0.66
C -6.36201 0.60682 -0.51111 -0.10 -0.16 0.01 -0.80
C -6.31941 -0.77248 -0.58441 0.00 0.26 0.01 -0.96
C -5.09741 -1.44598 -0.62851 0.25 0.05 0.01 -0.25
C -3.90431 -0.75638 -0.60461 0.07 0.03 0.01 1.02
C -3.92261 0.63372 -0.54181 -0.88 -0.47 0.08 -1.60
N -2.83511 1.45342 -0.55211 0.52 1.09 0.11 0.34
C -3.20611 2.74262 -0.55891 -0.67 -0.76 0.01 0.56
C -2.24461 3.73952 -0.73711 0.56 0.80 -0.06 0.96
C -2.57941 5.12232 -0.81541 -0.12 -0.27 0.06 -1.16
C -1.63391 6.05352 -1.01811 -0.08 0.23 0.04 -1.66
C -0.20101 5.70192 -1.14771 -0.52 -0.50 -0.77 0.40
C 0.04349 4.22122 -1.25481 0.19 0.16 -0.59 -1.35
C -0.89501 3.30162 -0.95001 -0.02 -1.31 1.16 0.67
H -7.30181 1.13122 -0.47381 -0.16 0.06 -0.02 0.46
H -7.23761 -1.33538 -0.61821 -0.12 -0.04 0.03 0.43
H -5.09741 -2.52308 -0.68291 0.04 -0.12 -0.02 0.39
H -2.93991 -1.23498 -0.64111 -0.08 -0.12 0.03 0.03
H -3.62151 5.38552 -0.70671 -0.06 0.30 -0.05 0.58
H -1.88851 7.10242 -1.06501 -0.09 0.10 -0.01 0.49
H 0.24409 6.23072 -1.99651 0.02 0.08 0.17 0.66
H 1.05439 3.95522 -1.53581 0.03 -0.19 0.20 0.73
C -2.21901 -5.59428 -0.68691 -0.16 -0.01 -0.07 -0.77
C -2.16391 -4.96518 0.71019 0.00 0.03 0.02 -0.91
C -2.01721 -3.43698 0.63479 0.13 -0.06 0.28 -0.34
C -1.09651 -3.09188 -0.53561 0.19 0.52 0.02 -0.68
C -1.83491 -3.38048 -1.85141 -0.09 -0.10 -0.09 -0.28
C -2.76611 -4.59878 -1.70371 0.16 -0.16 -0.05 -0.86
P -0.21541 -1.41638 -0.45541 1.04 0.15 0.39 -0.67
C 1.17309 -1.69228 0.79499 -0.17 0.22 -0.28 1.32
C 1.93879 -3.03108 0.78229 -0.10 -0.11 -0.07 -1.14
C 1.64429 -3.86878 2.01979 0.21 -0.13 -0.02 -0.56
C 2.11099 -3.15068 3.28679 0.00 0.00 0.02 -1.16
C 1.82599 -1.64338 3.21489 -0.19 -0.06 -0.03 -0.27
C 0.71429 -1.35108 2.21249 0.08 0.48 0.08 0.02
C 0.76309 -1.28858 -2.04711 -0.27 0.07 0.43 0.96
C 1.43589 -2.57528 -2.55471 0.00 -0.01 -0.21 -1.06
C 1.56139 -2.57168 -4.08001 0.28 0.06 0.02 -0.87
C 1.91619 -1.17388 -4.56891 -0.14 -0.16 -0.08 -0.75
C 0.74529 -0.20888 -4.33751 0.02 0.07 -0.03 -0.93
C -0.09211 -0.60458 -3.11591 0.30 -0.08 0.06 -0.01
H -2.84871 -6.48378 -0.66391 0.09 -0.04 -0.04 0.52
H -1.22561 -5.91908 -1.00501 0.03 -0.03 0.00 0.29
H -1.33141 -5.39878 1.26779 -0.01 0.05 0.08 0.18
H -3.07611 -5.19988 1.26089 0.03 -0.02 0.04 0.55
H -1.63671 -3.05908 1.58409 -0.05 0.04 0.00 0.14
H -3.00211 -2.99758 0.48489 0.01 0.12 0.05 0.05
H -0.24281 -3.77718 -0.45641 -0.05 0.11 -0.09 1.66
H -1.11601 -3.59018 -2.64301 0.02 0.10 -0.06 0.28
H -2.43371 -2.52578 -2.17321 0.09 0.05 -0.05 0.03
H -2.86831 -5.08498 -2.67391 -0.12 0.06 -0.02 0.53
H -3.76401 -4.28468 -1.39451 -0.06 0.02 -0.02 0.08
H 1.89219 -0.90918 0.49709 -0.35 -0.28 0.10 0.14
H 3.00649 -2.80008 0.77849 0.07 -0.06 -0.09 0.45
H 1.74549 -3.61058 -0.11841 0.07 -0.01 -0.04 0.48
H 2.15799 -4.82858 1.93769 -0.11 -0.03 -0.01 0.56
H 0.57549 -4.08118 2.07879 -0.08 -0.06 -0.01 -0.10
H 3.18319 -3.30308 3.42029 0.00 -0.10 0.04 0.35
H 1.61219 -3.58868 4.15209 0.05 -0.01 0.03 0.35
H 2.72369 -1.09878 2.91159 0.01 0.01 0.01 -0.18
H 1.53529 -1.26938 4.19569 0.08 0.09 0.08 0.63
H 0.44369 -0.28888 2.25509 -0.01 -0.35 -0.02 -0.70
H -0.17611 -1.91288 2.49679 -0.09 0.01 0.00 0.23
H 1.56319 -0.57188 -1.79281 -0.17 -0.20 0.03 0.45
H 0.89749 -3.47258 -2.25501 0.05 0.00 0.13 0.17
H 2.43639 -2.63198 -2.12331 -0.02 -0.08 0.06 0.38
H 0.63089 -2.89768 -4.54661 -0.08 -0.06 -0.05 0.28
H 2.33609 -3.28318 -4.36931 -0.09 -0.04 -0.06 0.53
H 2.16279 -1.20078 -5.62951 0.09 0.09 0.01 0.50
H 2.80269 -0.83018 -4.03141 0.08 0.03 -0.04 0.28
H 0.09779 -0.19968 -5.21431 0.00 0.08 -0.03 0.45
H 1.13529 0.80122 -4.21141 -0.04 0.11 -0.02 0.26
H -0.90891 -1.25858 -3.42001 -0.16 0.09 0.10 0.35
H -0.55071 0.30732 -2.67351 -0.22 0.13 0.02 -0.50
```
Positions in Å, forces in eV/Å.

Output
HOMO-LUMO gap (alpha / beta): 4.24 / 5.16 eV
Multiplicity: 2
Charge: +2
Expectation value of S²: 0.8623
HOMO energy (alpha / beta): -12.294 / -13.125 eV
Strongest force on any atom: 2.227 eV Å⁻¹